[1]
A 2-piece molecular cluster, C2H4N4OS overall in a non-equilibrium geometry. Source: the Open Molecules 2025 dataset; level of theory: wB97M-V/def2-TZVPD.

Structure (XYZ):
```
12
C2H4N4OS | the Open Molecules 2025 dataset | wB97M-V/def2-TZVPD
O 0.74 -1.21 0.43
C -0.14 -0.34 0.35
C -0.17 1.06 0.06
N -1.37 1.53 -0.19
N -2.23 0.57 0.03
N -1.50 -0.63 0.29
H 0.71 1.79 0.12
H -2.98 0.45 -0.63
H -2.05 -1.46 0.67
N 3.25 -0.83 -0.80
S 3.52 0.05 0.49
H 2.21 -0.98 -0.83
```

Results
**SMILES**: O=c1cn[nH][nH]1.N=S
**Orbital gap (alpha / beta)**: 7.339 / 7.326 eV



[2]
A 2-piece molecular cluster, C4H13N2O2 overall in a non-equilibrium geometry. Source: the Open Molecules 2025 dataset; level of theory: wB97M-V/def2-TZVPD.

Structure (XYZ):
```
21
C4H13N2O2 | the Open Molecules 2025 dataset | wB97M-V/def2-TZVPD
N 1.19 -1.94 0.57
C 0.21 -0.83 0.62
C 0.89 0.35 -0.06
N 0.18 1.43 -0.40
C -1.13 1.77 0.19
C -1.29 3.26 0.24
O 2.06 0.19 -0.38
H 1.78 -1.86 -0.27
H 0.62 -2.79 0.54
H 1.84 -1.85 1.35
H -0.70 -1.15 0.11
H -0.05 -0.67 1.67
H 0.74 2.18 -0.77
H -1.94 1.34 -0.42
H -1.18 1.28 1.15
H -2.32 3.55 0.46
H -0.96 3.72 -0.69
H -0.68 3.68 1.06
H 0.81 -4.41 -1.57
H -0.33 -3.57 -2.09
O 0.26 -3.66 -1.32
```

Results
**Orbital gap**: 10.575 eV
**Total charge**: +1



Across the entries above, E takes the values -20978.1951, -11428.3509 eV, respectively.
Across the entries above, ΔE to the lowest compared entry with this formula, charge and spin takes the values 272.0, 108.4 kJ/mol, respectively.